Entry 1:
Here is a structure of composition C30H53NP2W from the Open Molecules 2025 dataset. Energies are from wB97M-V/def2-TZVPD.

Calculated values
Net charge   +2
<S²>   2.0148
Highest occupied orbital energy (alpha / beta)   -0.507 / -0.511 Eh
HOMO-LUMO gap (alpha / beta)   0.21229 / 0.22654 Eh
Energy above the lowest of the compared OMol25 structures with the same formula, charge and spin   0.0 kcal per mole
2S+1   3

Structure (XYZ):
```
87
C30H53NP2W (wB97M-V/def2-TZVPD)
W -0.5474 0.2193 0.1206
C -2.0142 1.7426 0.3322
C -2.4745 0.8347 -0.6779
C -2.2077 -0.3748 1.3001
C -1.9340 1.0226 1.5685
C -2.5945 -0.4601 -0.0759
C -1.9939 3.1966 0.1793
H -1.6171 3.4221 -0.8156
H -1.3479 3.6398 0.9281
H -3.0121 3.5881 0.2871
C -1.9528 1.6945 2.8761
H -1.8503 2.7784 2.7761
H -1.1234 1.3226 3.4788
H -2.9166 1.5348 3.3886
C -2.4320 -1.4885 2.2243
H -3.4928 -1.5663 2.5035
H -1.8207 -1.3771 3.1059
H -2.1179 -2.4265 1.7661
C -3.3149 -1.5874 -0.6813
H -4.4056 -1.4748 -0.5630
H -3.0164 -2.5167 -0.2011
H -3.0441 -1.5891 -1.7388
C -3.1033 1.2617 -1.9511
H -4.1069 1.7224 -1.7908
H -3.2327 0.3928 -2.6090
H -2.4457 1.9961 -2.4330
C 1.2913 0.6332 -3.1410
C 0.2619 1.4879 -3.2924
C -0.3441 1.7153 -4.6450
C -1.2050 0.5916 -5.2967
C -1.3511 -0.6897 -4.5240
C -0.3190 -1.5311 -4.4116
C 1.0148 -1.1892 -5.0304
C 1.8560 -0.0864 -4.3330
H 0.4385 1.9453 -5.3832
H -0.8353 0.4291 -6.3298
H -1.0037 2.5896 -4.5790
H 2.1159 0.6327 -5.1249
H 1.7992 0.5268 -2.1740
H -0.0655 2.1150 -2.4536
H 2.7958 -0.5643 -4.0314
H 1.6435 -2.0862 -4.9832
H -0.3491 -2.4710 -3.8534
H 0.9209 -0.9233 -6.1000
H -2.2093 1.0214 -5.3762
H -2.3348 -0.8423 -4.0767
P 1.3270 1.9789 0.7458
C 1.1123 2.7914 2.3830
H 1.9627 3.4080 2.6878
H 0.9812 2.0148 3.1343
H 0.2366 3.4378 2.3959
C 3.1008 1.5876 0.9092
H 3.7400 2.4096 1.2506
H 3.5000 1.2673 -0.0517
H 3.1478 0.7750 1.6229
C 1.5959 3.4676 -0.2891
H 2.0407 3.1486 -1.2294
H 2.2770 4.1819 0.1835
H 0.6511 3.9608 -0.4937
P 0.6080 -2.1944 0.0822
C -0.5066 -3.4838 -0.6224
H 0.0038 -4.3559 -1.0440
H -1.1312 -3.0390 -1.3911
H -1.1604 -3.8540 0.1737
C 2.2057 -2.4294 -0.8258
H 2.0585 -2.5124 -1.9056
H 2.7689 -3.3186 -0.5069
H 2.8362 -1.5532 -0.6588
C 0.9920 -3.2506 1.5415
H 1.0862 -4.3182 1.3278
H 0.2067 -3.1627 2.2846
H 1.9028 -2.9321 2.0272
C 3.3704 -1.2231 2.4125
C 2.3406 -0.8799 3.4134
C 2.6773 -0.9802 4.7989
C 1.4624 -0.8040 5.4916
C 0.4878 -0.5748 4.4898
C -0.9160 -0.4638 4.9180
N 1.0228 -0.5818 3.2272
H 3.0907 -1.1608 1.3302
H 3.6753 -2.2679 2.6303
H 4.2369 -0.5622 2.6142
H 3.6806 -1.1668 5.0829
H 1.1472 -0.8771 6.5026
H -0.9410 0.3329 5.6995
H -1.6586 -0.1821 4.1435
H -1.2217 -1.4455 5.3558
```

Atom charges from the Mulliken analysis, given in e for atoms 1 to 2:
1 W -1.837
2 C 1.265

Entry 2:
Here is a cluster of 8 separate species, C15H45NO11 in total from the Open Molecules 2025 dataset. Energies are from wB97M-V/def2-TZVPD.

Calculated values
Net charge   0
Highest occupied orbital energy   -0.347 Eh
HOMO-LUMO gap   0.36585 Eh
Energy above the lowest of the compared OMol25 structures with the same formula, charge and spin   134.4 kcal per mole

Structure (XYZ):
```
72
C15H45NO11 (wB97M-V/def2-TZVPD)
C -56.8009 6.2678 40.4690
O -57.7391 5.4445 39.7078
C -59.0128 5.9794 39.5431
C -59.9168 5.0321 38.7451
N -61.2667 5.6032 38.6049
H -61.6686 5.8616 39.6060
H -61.3973 6.3783 38.2561
C -62.1850 4.6650 37.8646
C -63.6549 5.2263 37.6317
O -64.4303 4.2427 37.1061
C -65.6572 4.7915 36.5532
H -55.7520 6.0125 40.5643
H -56.9523 6.4877 41.6171
H -56.8722 7.1859 40.0600
H -58.8034 6.8154 38.9116
H -59.5767 6.0679 40.5768
H -60.0391 4.0058 39.2022
H -59.5624 4.8629 37.7131
H -62.1908 3.8258 38.5604
H -61.8481 4.3855 37.0500
H -63.7577 6.1722 36.9397
H -64.0172 5.7460 38.5591
H -66.0973 5.4606 37.3354
H -66.4829 4.2167 36.2452
H -65.3563 5.4516 35.7620
C -62.6212 6.8475 41.1939
O -61.8807 7.7085 40.2741
O -63.3885 7.4110 42.2232
O -62.5902 5.6017 41.1170
H -63.2539 8.2998 42.2829
C -58.5418 9.4911 43.4367
C -59.4993 8.4875 42.7350
O -59.7570 8.9397 41.3994
H -58.1141 9.2415 44.2297
H -58.9415 10.5562 43.5289
H -57.5925 9.7170 42.9482
H -60.3513 8.4517 43.2858
H -58.8436 7.4712 42.5034
H -60.5298 8.7311 41.1551
C -66.7757 2.9437 40.4603
C -65.4445 3.5195 40.5901
O -65.3855 4.6570 41.4468
H -67.5810 3.6392 40.4988
H -66.8887 2.3577 41.3674
H -67.0152 2.1438 39.5946
H -65.0304 3.7650 39.5308
H -64.8532 2.7682 41.1014
H -64.4594 4.6655 41.5993
C -61.7895 2.2133 42.8196
O -62.2039 2.8297 41.6327
H -62.1558 3.0202 43.5935
H -60.5894 2.1092 42.9049
H -62.3227 1.2854 43.0620
H -62.1703 3.8176 41.6865
C -64.9367 8.5756 38.9019
O -63.6630 8.6077 38.4793
H -65.0111 9.2837 39.8665
H -65.1714 7.4870 39.1461
H -65.6619 9.0339 38.0887
H -62.9505 8.3615 39.0853
C -64.8003 10.1256 43.1356
O -63.3914 10.2103 42.7367
H -65.1378 9.1778 43.2107
H -65.5552 10.4661 42.2974
H -64.9631 10.7927 43.9634
H -63.0109 11.1475 43.0221
C -63.8075 6.7877 45.4240
O -63.4332 5.8105 44.4818
H -63.1118 7.6539 45.3564
H -63.6255 6.4398 46.3511
H -64.8219 7.1869 45.3931
H -63.4920 6.3208 43.6276
```

Atom charges from the Mulliken analysis, given in e for atoms 1 to 2:
1 C -0.757
2 O -0.464

Entry 3:
Here is a cluster of 6 separate species, C41H37N7O2S2 in total from the Open Molecules 2025 dataset. Energies are from wB97M-V/def2-TZVPD.

Calculated values
Net charge   0
Highest occupied orbital energy   -0.289 Eh
SMILES   O=C(O)CCc1ccc2c(c1)Sc1ccc(N=C=S)cc1N2.c1ccncc1.c1ccncc1.c1ccncc1.c1ccncc1.c1ccncc1
HOMO-LUMO gap   0.26187 Eh

Structure (XYZ):
```
89
C41H37N7O2S2 (wB97M-V/def2-TZVPD)
O -1.5024 9.4244 -0.3027
C -0.9351 8.6097 0.4723
O 0.4378 8.8874 0.7993
C -1.6279 7.3379 1.1405
C -2.6502 6.6787 0.0792
C -2.8607 5.1224 0.4127
C -3.3687 4.1746 -0.7066
C -3.6106 2.6515 -0.4452
C -3.3259 2.0120 0.9400
C -2.8149 3.0044 2.0518
C -2.5817 4.5119 1.8260
S -2.4635 2.1942 3.7004
C -1.7632 0.5484 3.1527
C -0.5972 -0.0899 3.9406
C -0.0478 -1.4465 3.4311
C -0.6574 -2.1731 2.1835
N -0.0571 -3.4749 1.8383
C -0.2510 -3.7258 0.5620
S -0.7675 -4.5415 -0.8006
C -1.8173 -1.4695 1.4424
C -2.4176 -0.0799 1.8685
N -3.5297 0.5644 1.1462
H 0.6943 8.3421 1.5852
H -0.8031 6.5842 1.3886
H -2.1700 7.5921 2.1273
H -2.1884 6.7285 -0.9765
H -3.6886 7.1608 0.1203
H -3.5429 4.6604 -1.7367
H -3.9999 2.0310 -1.3286
H -2.1795 5.1628 2.6859
H -0.1570 0.4064 4.8673
H 0.8277 -1.9064 3.9977
H -2.2858 -1.9584 0.5185
H -3.4973 0.1530 0.1899
C 4.9196 -1.9316 1.9710
C 5.1773 -1.1557 3.0916
C 4.6999 -1.5950 4.3161
N 3.9975 -2.7279 4.4819
C 3.7610 -3.4589 3.3805
C 4.1981 -3.1081 2.1133
H 5.2776 -1.6218 0.9952
H 5.7362 -0.2313 3.0162
H 4.8780 -1.0250 5.2222
H 3.1898 -4.3675 3.5427
H 3.9796 -3.7377 1.2594
C 3.3884 -2.3080 -3.0434
C 4.0146 -1.1535 -3.4908
C 4.1725 -0.1054 -2.5981
N 3.7509 -0.1390 -1.3238
C 3.1467 -1.2673 -0.9170
C 2.9449 -2.3708 -1.7306
H 3.2470 -3.1511 -3.7110
H 4.3725 -1.0696 -4.5094
H 4.6587 0.8169 -2.8996
H 2.8140 -1.2664 0.1164
H 2.4524 -3.2565 -1.3476
C 1.0431 -8.3264 -4.1058
C 1.6143 -8.3083 -2.8422
C 2.2078 -7.1342 -2.4076
N 2.2666 -6.0094 -3.1420
C 1.7075 -6.0561 -4.3621
C 1.0874 -7.1793 -4.8849
H 0.5680 -9.2261 -4.4800
H 1.5984 -9.1864 -2.2085
H 2.6651 -7.0694 -1.4255
H 1.7708 -5.1359 -4.9348
H 0.6509 -7.1584 -5.8758
C -0.9884 11.9964 1.3594
C -0.3662 13.1447 0.8910
C -0.1983 14.2041 1.7684
N -0.6063 14.1874 3.0477
C -1.2067 13.0656 3.4751
C -1.4183 11.9518 2.6783
H -1.1374 11.1440 0.7030
H -0.0190 13.2152 -0.1323
H 0.2854 15.1220 1.4499
H -1.5283 13.0801 4.5119
H -1.9074 11.0717 3.0782
C -4.3117 -10.5303 -2.7176
C -3.7678 -11.0729 -3.8727
C -2.4039 -10.9425 -4.0787
N -1.5755 -10.3174 -3.2264
C -2.1282 -9.7999 -2.1176
C -3.4785 -9.8804 -1.8186
H -5.3749 -10.6128 -2.5199
H -4.3887 -11.5858 -4.5965
H -1.9313 -11.3527 -4.9653
H -1.4367 -9.2985 -1.4476
H -3.8691 -9.4457 -0.9070
```

Atom charges from the Mulliken analysis, given in e for atoms 1 to 2:
1 O -0.626
2 C 0.573

Entry 4:
Here is an isolated molecule of C11H11NO4 from the Open Molecules 2025 dataset. Energies are from wB97M-V/def2-TZVPD.

Calculated values
Net charge   0
Highest occupied orbital energy   -0.299 Eh
SMILES   Cc1ccc2c(c1)N(CC(=O)O)C(=O)CO2
HOMO-LUMO gap   0.31672 Eh
Energy above the lowest of the compared OMol25 structures with the same formula, charge and spin   209.6 kcal per mole

Structure (XYZ):
```
27
C11H11NO4 (wB97M-V/def2-TZVPD)
C -3.5941 -1.4441 0.7025
C -2.4678 -0.4144 0.2723
C -2.8296 0.8856 -0.3445
C -1.9860 1.7293 -0.6268
C -0.6810 1.3624 -0.4548
C -0.3695 0.2372 0.3205
C -1.3697 -0.7562 0.7274
N 1.0020 0.1130 0.3843
C 1.4604 -1.2843 0.8601
C 1.1910 -2.3932 -0.3099
O 0.9323 -3.4572 -0.1074
O 1.1831 -1.5350 -1.6190
C 2.0129 1.0363 0.3478
O 3.1080 1.0920 0.4868
C 1.2833 2.5659 0.0477
O 0.2288 2.5938 -0.5799
H -3.9918 -1.1347 1.4009
H -3.1414 -2.4213 0.5280
H -4.4968 -1.5534 -0.0418
H -4.0879 1.0295 -0.3841
H -2.3210 2.8108 -1.0061
H -1.0181 -1.5494 0.8824
H 2.5802 -1.1872 0.6743
H 1.0621 -1.5375 1.8537
H 0.8332 -2.2409 -2.1282
H 2.1431 2.9089 -0.4814
H 1.1962 2.8868 1.0210
```

Atom charges from the Mulliken analysis, given in e for atoms 1 to 2:
1 C -1.985
2 C 0.759

| no. | total energy (eV) |
| --- | --- |
| 1 | -53843.504 |
| 2 | -40286.622 |
| 3 | -79303.450 |
| 4 | -21255.733 |